Entry from the OMol25 dataset: C19H38BBeCl3Ge2N7PS2Se as an isolated structure (ωB97M-V/def2-TZVPD).

The geometry in XYZ format:
```
75
Properties=species:S:1:pos:R:3:forces:R:3:lowdin_charge:R:1
Be -1.318222 -0.025377 1.003475 0.030 0.074 -0.048 -0.442
C 2.392543 3.222408 1.085486 0.050 -0.006 0.193 -0.030
N 2.293029 2.176918 2.097186 0.164 0.147 -0.128 -0.106
C 2.975817 2.211004 3.297987 -0.162 0.133 -0.137 -0.024
C 2.624056 1.096566 3.969367 -0.155 -0.221 -0.051 -0.034
N 1.744784 0.375452 3.182106 0.106 -0.044 0.085 0.013
B 0.991720 -0.885204 3.758944 0.016 -0.024 -0.035 -0.411
N 0.909564 -1.999730 2.666904 0.062 -0.112 0.271 -0.012
C 1.943185 -2.863135 2.338058 -0.159 0.311 0.173 -0.027
C 1.440516 -3.840386 1.560241 -0.271 -0.036 -0.197 -0.019
N 0.088527 -3.567263 1.408753 -0.113 -0.168 0.018 -0.100
C -0.858308 -4.401338 0.676586 0.116 0.077 -0.027 -0.008
C -0.212836 -2.440883 2.091049 0.449 -0.086 -0.224 -0.649
S -1.778763 -1.684683 2.138674 0.067 -0.071 -0.172 0.742
C 1.560890 1.040536 2.038340 0.017 0.258 0.279 -0.567
S 0.639282 0.573105 0.624560 -0.045 -0.155 -0.015 0.665
H 2.081543 4.174477 1.512524 -0.002 -0.010 0.045 0.102
H 1.755881 2.976173 0.249874 -0.114 -0.067 -0.131 -0.001
H 3.416658 3.302889 0.732679 0.060 -0.026 -0.030 0.101
H 3.627170 3.027044 3.567872 -0.056 -0.085 -0.098 0.134
H 2.918663 0.745654 4.946016 -0.073 0.006 -0.146 0.129
H -0.119648 -0.555314 4.075950 0.078 -0.033 0.005 0.060
H 1.653696 -1.302247 4.677653 -0.030 0.098 -0.098 0.083
H 2.946853 -2.712330 2.703884 -0.152 0.004 -0.008 0.135
H 1.912615 -4.696012 1.101352 -0.134 0.104 0.066 0.132
H -0.498791 -5.426141 0.685753 0.023 -0.017 0.016 0.099
H -0.954107 -4.069115 -0.356371 0.035 0.051 -0.013 0.086
H -1.830041 -4.358449 1.156779 -0.021 0.022 0.050 0.076
C -4.369850 4.458900 0.121027 -0.005 0.075 -0.074 -0.220
Ge -2.441819 4.748786 0.234619 -0.033 -0.107 0.137 0.763
C -1.617376 4.673261 -1.527204 0.004 0.023 -0.089 -0.202
C -2.016474 6.403749 1.164896 -0.017 0.113 -0.039 -0.218
C -1.618628 3.316094 1.356767 -0.022 -0.015 -0.013 -0.526
Se -2.701751 1.716698 1.624125 -0.094 -0.034 0.056 0.946
C -2.817655 1.681375 3.562198 0.156 -0.129 -0.080 -0.320
H -4.891495 5.418577 0.097886 0.047 -0.083 -0.020 0.029
H -4.729615 3.892984 0.979614 -0.055 0.014 -0.005 0.002
H -4.623544 3.913048 -0.790801 -0.025 0.023 0.081 0.016
H -2.160952 5.341732 -2.199365 0.095 -0.055 -0.008 0.033
H -1.661689 3.665045 -1.948485 0.014 0.085 0.033 -0.007
H -0.573851 4.993363 -1.491743 -0.054 -0.034 -0.017 0.026
H -2.299399 7.267473 0.558448 0.028 -0.058 0.073 0.028
H -0.945470 6.465617 1.369573 -0.063 0.019 0.003 0.022
H -2.559903 6.455051 2.111138 0.058 0.013 -0.054 0.027
H -1.406578 3.702834 2.355285 -0.020 -0.027 -0.027 0.031
H -0.685214 2.967318 0.919113 0.078 0.040 0.017 -0.037
H -3.500139 2.461896 3.871135 -0.076 0.111 0.050 0.034
H -1.829569 1.825354 3.986140 0.058 -0.029 0.030 0.037
H -3.203989 0.706905 3.845367 -0.003 -0.045 0.010 0.029
Cl 1.729107 -1.025465 -2.636485 -0.145 0.083 0.159 0.113
Ge 0.764261 0.897979 -2.401594 0.417 0.019 -0.438 -0.215
Cl 2.349157 2.371848 -2.372983 -0.148 -0.070 0.057 0.133
Cl -0.201569 1.215547 -4.345323 -0.031 0.078 0.254 0.129
C -4.386417 -2.233696 -2.559323 0.176 0.161 0.090 -0.172
N -4.946390 -1.384818 -1.507338 -0.033 0.029 -0.041 -0.143
C -5.392621 -0.123769 -2.106080 0.291 -0.075 0.067 -0.168
N -4.326025 0.576202 -2.823627 -0.065 0.017 -0.015 -0.139
C -3.776843 -0.316206 -3.848384 0.127 -0.084 0.273 -0.166
N -3.298265 -1.593023 -3.300297 -0.012 0.049 -0.016 -0.138
C -2.089659 -1.422444 -2.502355 -0.170 0.181 0.190 -0.308
P -2.415207 -0.314110 -1.020037 -0.510 -0.137 -0.043 0.980
C -3.990591 -1.171601 -0.434005 0.181 0.306 -0.259 -0.323
C -3.293128 1.083387 -1.929512 0.202 -0.436 -0.001 -0.306
H -5.181458 -2.477490 -3.261996 -0.037 0.006 -0.054 0.132
H -4.020517 -3.158574 -2.112888 0.010 -0.049 0.001 0.129
H -5.788229 0.523631 -1.323370 -0.022 0.035 0.026 0.131
H -6.188962 -0.346990 -2.815401 -0.025 0.000 -0.014 0.133
H -2.952520 0.183493 -4.354495 0.016 0.017 -0.041 0.098
H -4.560898 -0.527392 -4.574271 -0.041 -0.025 -0.005 0.134
H -1.309386 -0.986176 -3.122589 0.006 -0.033 -0.040 0.009
H -1.723336 -2.384534 -2.145386 -0.026 -0.100 0.005 0.084
H -4.438836 -0.548607 0.342296 -0.050 0.024 0.046 0.080
H -3.717547 -2.115834 0.023305 0.059 -0.201 0.064 0.060
H -2.568560 1.655525 -2.505001 0.079 0.054 -0.066 0.051
H -3.736715 1.740629 -1.185777 -0.106 0.126 0.093 0.053
```
Positions in Å, forces in eV/Å.

Computed properties:
Energy above the lowest of the compared OMol25 structures with the same formula, charge and spin (kJ/mol): 0.0
Gap between HOMO and LUMO (alpha / beta) (eV): 8.98 / 5.79
E_tot (eV): -278734.601
Spin multiplicity: 2
Molar mass (g mol⁻¹): 810.0
Charge: +1